Record 1
Molecular formula: C28H54ClPPdSi
Method: DFT, ωB97M-V/def2-TZVPD

Structure (ORCA input):
```
! wB97M-V def2-TZVPD RIJCOSX def2/J DEFGRID3
* xyz 0 5
Pd -2.79 2.07 0.74
Cl -1.35 1.03 2.38
P 0.38 -0.60 -0.63
C 1.29 -0.81 0.99
H 0.89 0.01 1.60
H 0.83 -1.73 1.44
C -0.23 1.13 -0.89
C -1.16 -1.59 -0.37
C -0.59 1.40 -2.35
H -1.19 1.22 -0.27
C -1.32 2.74 -2.45
H 0.34 1.44 -2.95
H -1.22 0.61 -2.78
C -0.46 3.89 -1.90
H -1.58 2.93 -3.50
H -2.26 2.68 -1.88
C 0.05 3.59 -0.49
H 0.40 4.05 -2.57
H -1.04 4.82 -1.90
C 0.72 2.21 -0.39
H 0.75 4.36 -0.17
H -0.80 3.61 0.22
H 1.65 2.20 -0.99
H 1.02 2.03 0.66
C 1.45 -1.26 -1.97
C -0.85 -3.09 -0.26
H -1.51 -1.22 0.62
C -2.12 -3.90 0.03
H -0.39 -3.45 -1.20
H -0.11 -3.28 0.53
C -3.25 -3.63 -0.97
H -1.87 -4.97 0.04
H -2.47 -3.65 1.04
C -3.53 -2.13 -1.13
H -2.98 -4.05 -1.95
H -4.16 -4.14 -0.64
C -2.27 -1.29 -1.38
H -4.24 -1.97 -1.95
H -4.02 -1.75 -0.21
H -1.92 -1.46 -2.41
H -2.56 -0.22 -1.32
C 2.57 -0.28 -2.35
H 1.92 -2.14 -1.49
C 3.61 -0.97 -3.23
H 2.14 0.58 -2.89
H 3.05 0.13 -1.45
C 2.99 -1.64 -4.47
H 4.37 -0.24 -3.54
H 4.12 -1.74 -2.63
C 1.75 -2.48 -4.15
H 2.72 -0.86 -5.20
H 3.74 -2.27 -4.95
C 0.74 -1.76 -3.24
H 1.24 -2.77 -5.08
H 2.07 -3.40 -3.65
H 0.29 -0.91 -3.77
H -0.08 -2.45 -2.99
C 3.41 0.65 1.00
C 2.72 -0.87 1.05
H 3.71 1.03 0.03
C 3.17 -1.51 2.37
H 3.14 -1.48 0.23
C 2.84 -0.60 3.57
H 2.67 -2.47 2.52
H 4.25 -1.68 2.32
C 3.65 0.69 3.57
H 1.76 -0.36 3.57
H 3.06 -1.15 4.49
C 3.63 1.43 2.20
H 3.27 1.37 4.35
H 4.70 0.43 3.80
H 2.88 2.26 2.26
H 4.60 1.94 2.10
C -3.24 3.60 2.97
Si -3.13 1.80 3.41
C -2.80 1.46 5.21
C -4.52 0.83 2.65
H -2.40 4.14 3.42
H -4.18 3.94 3.42
H -3.28 3.82 1.88
H -3.71 1.06 5.68
H -1.98 0.74 5.36
H -2.53 2.40 5.72
H -4.41 -0.23 2.89
H -5.44 1.22 3.10
H -4.60 0.95 1.55
*
```

Energy above the lowest of the compared OMol25 structures with the same formula, charge and spin   0.0 kJ/mol
Total energy   -2317.9977 Ha


Record 2
Molecular formula: C35H44BaN6O7S2Si
Method: DFT, ωB97M-V/def2-TZVPD

Structure (ORCA input):
```
! wB97M-V def2-TZVPD RIJCOSX def2/J DEFGRID3
* xyz -2 1
Ba -0.93 -1.17 1.30
O -7.66 2.64 1.87
C -6.61 2.66 2.53
O -6.47 3.30 3.60
C -5.23 2.11 2.15
C -4.17 2.15 3.06
C -2.93 1.65 2.74
N -2.85 0.77 1.67
C -3.76 0.96 0.62
C -5.01 1.53 0.93
C -3.41 0.64 -0.77
C -3.95 1.34 -1.92
C -3.48 1.11 -3.19
C -2.56 -0.01 -3.35
C -2.18 -0.77 -2.20
N -2.72 -0.53 -0.97
C -1.72 1.80 3.55
C -1.57 2.95 4.45
C -0.46 2.95 5.32
C 0.28 1.78 5.46
C 0.11 0.80 4.49
N -0.82 0.80 3.56
H -4.30 2.56 4.11
H -5.80 1.43 0.14
H -4.82 1.99 -1.76
H -3.98 1.42 -4.09
H -1.98 -0.31 -4.27
H -1.50 -1.60 -2.21
H -2.30 3.76 4.35
H -0.31 3.74 6.05
H 0.74 1.48 6.35
H 0.83 0.01 4.47
C 2.83 -3.31 3.50
C 2.46 -2.03 2.86
N 1.87 -1.13 2.43
H 2.82 -3.24 4.64
H 3.75 -3.68 3.09
H 2.16 -4.12 3.22
S -2.12 -5.50 -1.43
C -1.29 -4.34 -0.70
N -0.75 -3.48 -0.06
C 3.33 -1.74 -4.23
C 1.96 -2.03 -3.57
C 2.07 -2.94 -2.37
C 0.89 -2.52 -4.54
O 1.30 -0.73 -3.21
Si 1.87 0.61 -2.34
S 0.49 1.15 -0.76
O 2.14 1.86 -3.34
C 1.52 3.07 -3.77
C 1.22 3.97 -2.60
C 0.24 2.65 -4.54
C 2.48 3.84 -4.69
O 3.30 0.19 -1.72
C 4.27 0.29 -0.60
C 5.65 0.57 -1.18
C 4.31 -1.17 -0.05
C 3.87 1.33 0.42
H 3.80 -2.73 -4.39
H 3.97 -1.25 -3.44
H 3.31 -1.08 -5.09
H 2.58 -3.85 -2.58
H 1.06 -3.26 -2.19
H 2.40 -2.45 -1.47
H 1.02 -3.53 -4.90
H 0.83 -1.79 -5.38
H -0.09 -2.49 -4.12
H 0.66 3.43 -1.83
H 0.66 4.89 -3.02
H 2.14 4.42 -2.23
H -0.43 2.13 -3.88
H 0.56 1.95 -5.36
H -0.31 3.52 -5.02
H 3.39 4.10 -4.16
H 1.89 4.67 -5.02
H 2.75 3.15 -5.45
H 5.68 0.53 -2.26
H 6.28 -0.16 -0.74
H 6.13 1.52 -0.90
H 4.80 -1.85 -0.77
H 3.35 -1.54 0.39
H 5.01 -1.14 0.81
H 3.44 2.27 -0.13
H 4.74 1.56 1.07
H 3.08 1.08 1.14
O -3.45 -2.26 1.94
C -3.07 -2.64 3.08
C -4.03 -3.29 4.10
C -3.17 -3.27 5.40
C -1.81 -2.88 4.87
O -0.75 -2.89 5.56
N -1.79 -2.52 3.56
H -4.06 -4.35 3.79
H -5.05 -2.79 4.16
H -3.12 -4.23 5.85
H -3.50 -2.46 6.13
*
```

Energy above the lowest of the compared OMol25 structures with the same formula, charge and spin   221.6 kJ/mol
Total energy   -3327.0301 Ha


Record 3
Molecular formula: C4H11FN3
Method: DFT, ωB97M-V/def2-TZVPD

Structure (ORCA input):
```
! wB97M-V def2-TZVPD RIJCOSX def2/J DEFGRID3
* xyz 1 1
C -1.83 -0.45 0.00
C -0.23 1.24 -1.36
C 1.03 -0.68 0.59
C -0.86 0.51 -0.16
N -2.25 -0.67 1.27
N 1.76 -0.52 -0.57
N 1.41 -0.02 1.71
F -0.61 1.17 1.05
H -2.06 -0.94 -0.92
H -0.29 0.64 -2.32
H -0.77 2.21 -1.49
H 0.80 1.43 -1.11
H 0.33 -1.62 0.60
H -3.13 -1.21 1.50
H 2.60 0.16 -0.41
H 1.76 -1.32 -1.20
H -1.98 0.05 1.90
H 1.92 0.82 1.47
H 0.85 0.03 2.55
*
```

Energy above the lowest of the compared OMol25 structures with the same formula, charge and spin   200.0 kJ/mol
Total energy   -422.8438 Ha